Entry 1:
{"formula": "C40H70As2F12HfN10", "method": "wB97M-V/def2-TZVPD", "symbols": ["Hf", "As", "F", "F", "F", "F", "F", "F", "As", "F", "F", "F", "F", "F", "F", "C", "C", "C", "C", "N", "H", "H", "H", "H", "H", "H", "H", "C", "C", "C", "C", "N", "H", "H", "H", "H", "H", "H", "H", "C", "C", "C", "C", "N", "H", "H", "H", "H", "H", "H", "H", "C", "C", "C", "C", "N", "H", "H", "H", "H", "H", "H", "H", "C", "C", "C", "C", "N", "H", "H", "H", "H", "H", "H", "H", "C", "C", "C", "C", "N", "H", "H", "H", "H", "H", "H", "H", "C", "C", "C", "C", "N", "H", "H", "H", "H", "H", "H", "H", "C", "C", "C", "C", "N", "H", "H", "H", "H", "H", "H", "H", "C", "C", "C", "C", "N", "H", "H", "H", "H", "H", "H", "H", "C", "C", "C", "C", "N", "H", "H", "H", "H", "H", "H", "H"], "positions_angstrom": [[3.6429, 2.2307, -2.1171], [0.4971, 0.1900, -0.2205], [-0.4949, 0.2443, -1.7155], [-0.3116, 1.6750, 0.4051], [1.5658, 0.1217, 1.2481], [1.3070, -1.2450, -0.9080], [1.8286, 1.2306, -1.0070], [-0.6996, -0.9385, 0.5438], [0.5808, 4.8958, -1.2472], [-0.7575, 6.1149, -1.0559], [0.6872, 5.1596, -3.0123], [1.9420, 3.7190, -1.3810], [0.6849, 4.6391, 0.4683], [-0.5485, 3.5402, -1.5130], [1.7938, 6.1884, -1.0197], [-1.8983, -4.0002, -3.0674], [-2.2065, -2.7310, -2.1961], [-2.5543, -1.5364, -3.0808], [-1.4608, -1.2542, -3.9914], [-0.5791, -0.9965, -4.6494], [-2.8020, -4.3725, -3.5500], [-1.6351, -4.8564, -2.4463], [-1.1413, -3.7967, -3.8248], [-1.2448, -2.5959, -1.7011], [-2.9554, -2.9963, -1.4500], [-2.7576, -0.6066, -2.5495], [-3.4875, -1.6696, -3.6279], [4.3047, -3.0865, -5.4962], [2.7273, -3.0680, -5.2836], [2.2457, -2.7003, -3.8617], [2.5893, -1.3188, -3.4751], [2.8699, -0.1894, -3.1678], [4.5536, -3.4528, -6.4921], [4.7594, -3.8103, -4.8198], [4.7908, -2.1114, -5.4628], [2.3343, -4.0599, -5.5067], [2.2412, -2.3771, -5.9724], [2.7139, -3.3741, -3.1442], [1.1885, -2.7004, -3.5965], [-0.6298, 3.7816, -6.4135], [-1.1204, 2.4933, -5.8109], [-1.0809, 2.4080, -4.2596], [0.2764, 2.2781, -3.7893], [1.3776, 2.1434, -3.4133], [0.2151, 4.1613, -5.8390], [-1.4046, 4.5482, -6.4326], [-0.2610, 3.7244, -7.4376], [-0.4912, 1.6831, -6.1794], [-2.1452, 2.2689, -6.1067], [-1.7061, 1.6446, -3.7965], [-1.4565, 3.3372, -3.8311], [-4.8787, -3.6793, 2.4368], [-4.4916, -2.8673, 1.2257], [-3.5316, -1.6909, 1.5014], [-4.0639, -0.6190, 2.3041], [-4.5201, 0.1903, 3.0182], [-5.4151, -3.1363, 3.2150], [-4.0114, -4.0848, 2.9578], [-5.5115, -4.5421, 2.2291], [-5.3905, -2.4622, 0.7609], [-4.0595, -3.5587, 0.5023], [-3.1571, -1.2739, 0.5665], [-2.6285, -2.0861, 1.9665], [4.1407, -3.0444, 3.1565], [3.7528, -2.0390, 2.0704], [4.7832, -1.9920, 0.9459], [4.4871, -0.8267, 0.0623], [4.2021, 0.0563, -0.6144], [4.4863, -3.9499, 2.6578], [3.3279, -3.2561, 3.8513], [4.9329, -2.6992, 3.8208], [3.6124, -1.0485, 2.5033], [2.7990, -2.2624, 1.5923], [4.8238, -2.9233, 0.3809], [5.7987, -1.8386, 1.3110], [-4.9562, 3.2900, -1.6290], [-4.0367, 2.7665, -0.5214], [-3.4776, 1.4131, -0.9360], [-4.5593, 0.4154, -1.1712], [-5.3999, -0.3790, -1.4046], [-5.8017, 2.6311, -1.8266], [-4.3950, 3.4197, -2.5543], [-5.2943, 4.2655, -1.2791], [-4.5829, 2.6034, 0.4076], [-3.2302, 3.4569, -0.2746], [-2.7534, 1.0446, -0.2094], [-2.9191, 1.5225, -1.8657], [2.0364, -5.8358, 1.9540], [2.0451, -5.5236, 0.4201], [1.1061, -4.3856, -0.0412], [-0.2593, -4.3716, 0.5507], [-1.3448, -4.3982, 1.0084], [1.0229, -6.0971, 2.2586], [2.4460, -5.0336, 2.5678], [2.6002, -6.7409, 2.1801], [1.7756, -6.4352, -0.1132], [3.0491, -5.2798, 0.0727], [0.9818, -4.3917, -1.1240], [1.5329, -3.4129, 0.2034], [4.7670, 4.9730, 3.0137], [3.4414, 4.4533, 3.5004], [3.1167, 2.9735, 3.0829], [3.3222, 2.7171, 1.6303], [3.4587, 2.5533, 0.4623], [4.7717, 5.1886, 1.9452], [5.5892, 4.3154, 3.2956], [5.0735, 5.9100, 3.4785], [2.6403, 5.1259, 3.1937], [3.4605, 4.5648, 4.5846], [2.0559, 2.7932, 3.2570], [3.6273, 2.2460, 3.7138], [-0.2119, 0.2957, 5.1398], [-0.5787, -0.3094, 3.7610], [0.3375, -1.4647, 3.3958], [0.3225, -2.5599, 4.3334], [0.3392, -3.4522, 5.0525], [0.8540, 0.5227, 5.1148], [-0.4109, -0.3673, 5.9818], [-0.7529, 1.2302, 5.2883], [-0.4658, 0.4544, 2.9916], [-1.6220, -0.6239, 3.7854], [1.3647, -1.1091, 3.3147], [0.0993, -1.8994, 2.4250], [-3.4790, 4.1167, 3.6123], [-2.5220, 3.0110, 3.1680], [-1.0694, 3.5205, 2.9738], [-0.3891, 3.9736, 4.2169], [0.0945, 4.3317, 5.1861], [-4.4267, 3.6628, 3.9021], [-3.6602, 4.8344, 2.8121], [-3.1708, 4.6672, 4.5012], [-2.9515, 2.5396, 2.2839], [-2.5743, 2.2162, 3.9120], [-1.0400, 4.3358, 2.2509], [-0.3708, 2.7727, 2.5985]], "forces_ev_per_angstrom": [[-9.6, -4.6, 4.9], [-3.1, -2.0, 1.8], [1.5, 0.5, 1.6], [1.6, -2.1, -1.0], [-1.0, 0.4, -2.1], [-0.2, 1.4, 0.6], [1.1, 0.7, -0.9], [1.7, 1.9, -1.1], [-3.7, 5.1, 0.2], [2.0, -2.3, -0.4], [0.1, -0.8, 1.6], [3.6, -1.9, -1.2], [-0.1, -0.6, -0.9], [1.4, 1.3, 0.3], [-0.8, -1.7, -0.6], [-1.2, 0.2, 0.5], [1.0, -1.6, -0.8], [-0.6, 0.2, 0.3], [-1.9, -0.4, 1.2], [2.2, 0.6, -1.5], [-0.1, 0.3, -0.4], [0.5, 0.2, 0.2], [0.0, -0.1, 0.0], [-0.2, 0.7, 0.5], [-0.1, 0.4, -0.1], [0.3, -0.1, 0.4], [0.1, -0.4, -0.2], [-1.3, -0.3, 0.0], [0.7, 0.4, -0.4], [0.7, 0.7, 0.6], [1.8, 5.1, 1.3], [0.0, -3.5, -1.1], [-0.4, -0.1, -0.1], [0.1, 0.3, 0.2], [-0.2, 0.1, 0.5], [0.0, 0.0, 0.1], [0.1, -0.1, -0.2], [0.2, 0.1, 0.3], [-0.4, -0.4, -0.8], [0.2, 1.0, 0.2], [0.0, -1.2, -0.2], [-0.2, 0.9, -0.3], [2.4, -0.5, 1.1], [0.4, 0.9, -0.5], [0.1, 0.2, 0.1], [0.0, 0.1, 0.2], [-0.2, -0.5, 0.0], [-0.2, -0.3, -0.1], [0.1, 0.0, 0.0], [0.3, -0.4, -0.3], [0.1, 0.3, 0.1], [0.1, -0.3, 1.2], [-0.7, 0.2, -0.1], [0.6, -1.1, -0.7], [-1.4, 1.9, 2.2], [1.2, -1.6, -1.8], [-0.1, 0.4, -0.2], [0.3, 0.0, -0.2], [0.0, 0.1, -0.5], [-0.1, 0.0, -0.1], [0.3, 0.3, -0.1], [-0.2, 0.1, -0.2], [0.0, 0.0, 0.3], [0.1, 0.1, -0.1], [-0.3, 0.1, 0.5], [0.2, 1.0, -0.3], [0.1, -0.9, 0.0], [0.6, 1.7, -1.3], [-0.1, -0.3, 0.3], [-0.3, -0.2, -0.4], [0.3, 0.2, -0.3], [0.1, 0.1, 0.0], [-0.1, -0.3, 0.2], [-0.2, 0.1, -0.3], [0.1, 0.1, 0.2], [0.4, 0.6, 0.8], [-0.6, -0.6, -0.2], [0.0, -0.3, 0.0], [-1.8, -2.0, -0.5], [2.6, 2.4, 0.7], [0.0, 0.1, 0.1], [0.0, 0.1, -0.1], [-0.4, 0.0, -0.4], [-0.2, 0.2, 0.0], [0.1, 0.0, -0.3], [-0.2, -0.3, 0.1], [0.0, 0.0, -0.2], [-0.2, -0.1, -0.9], [-0.3, -0.4, 0.8], [-0.3, 0.2, 0.6], [-2.5, -0.5, 1.1], [3.2, 0.2, -1.4], [-0.1, 0.4, 0.1], [-0.3, 0.0, -0.1], [0.3, 0.1, -0.2], [-0.1, 0.0, 0.0], [0.1, 0.1, 0.0], [0.0, -0.1, -0.1], [0.1, 0.1, 0.1], [0.8, 0.2, -0.2], [-0.1, 0.4, 0.1], [-0.3, 0.8, -0.3], [0.5, -0.3, -3.1], [0.6, 0.8, 1.9], [0.1, -0.3, -0.2], [0.0, -0.3, -0.3], [-0.5, 0.1, 0.1], [-0.1, -0.2, -0.2], [-0.3, -0.7, 0.1], [-0.3, 0.0, -0.1], [0.4, -0.1, -0.4], [0.0, 0.0, -0.9], [-0.1, 0.2, 0.9], [0.1, 0.0, -0.5], [0.0, -0.3, 0.4], [0.0, -0.2, 0.2], [0.2, 0.1, 0.3], [0.0, -0.1, -0.2], [0.0, 0.0, 0.1], [-0.1, 0.0, -0.1], [0.0, 0.0, -0.2], [0.1, 0.1, 0.1], [-0.2, 0.1, -0.1], [-0.2, -0.1, 0.1], [0.0, 0.2, 0.8], [0.2, -0.1, 0.3], [-1.4, -0.2, -1.2], [0.8, 0.2, 0.8], [-0.1, 0.0, -0.2], [0.0, 0.1, 0.0], [0.4, 0.0, -0.1], [0.5, 0.1, -0.3], [0.3, 0.0, 0.1], [0.0, 0.1, 0.1], [-0.3, -0.4, -0.3]], "mulliken_charge": [2.009, 1.628, -0.369, -0.278, -0.674, -0.610, -0.129, -0.442, 2.021, -0.501, -0.464, -0.279, -0.348, -0.435, -0.477, -1.612, 1.005, 1.447, -0.236, -0.434, 0.440, 0.383, 0.369, -0.715, 0.024, -1.514, 0.784, -1.172, -0.654, 0.783, -0.084, -0.171, 0.395, 0.329, 0.311, 0.394, 0.391, 0.365, -0.617, -1.217, -0.615, 0.612, 0.279, -0.185, 0.281, 0.333, 0.383, 0.326, 0.448, -0.711, 0.400, -1.588, -0.395, 2.399, 0.016, -0.630, 0.368, 0.340, 0.422, 0.533, 0.145, -1.350, -0.245, -1.896, 1.718, -0.702, 0.067, -0.042, 0.499, 0.329, 0.448, 0.030, -0.776, 0.316, 0.492, -1.366, -0.627, 3.307, 0.060, -0.674, 0.379, 0.226, 0.446, 0.479, 0.383, -1.041, -1.392, -1.139, -0.779, 1.790, -0.006, -0.567, 0.425, 0.096, 0.407, 0.393, 0.356, 0.102, -1.169, -1.326, -0.583, 0.503, 0.204, -0.233, 0.324, 0.326, 0.413, 0.256, 0.466, -0.543, 0.519, -1.593, 0.923, 1.636, -0.176, -0.579, 0.313, 0.443, 0.403, -0.586, 0.211, -0.346, -0.711, -1.721, 0.519, 1.520, -0.229, -0.548, 0.455, 0.358, 0.404, -0.351, 0.130, 0.601, -1.186], "orbital_gap_ev": 2.451, "molar_mass_g_mol": 1247.380, "homo_energy_ev": -14.2, "e_tot_ha": -7831.05939, "charge": 2}

---

Entry 2:
{"formula": "C4H4F2O2", "method": "wB97M-V/def2-TZVPD", "symbols": ["C", "C", "C", "C", "H", "H", "H", "H", "O", "O", "F", "F"], "positions_angstrom": [[1.2147, 1.1840, -0.5613], [-0.2659, 0.8039, -0.7216], [-1.0059, -0.1862, -0.1621], [-0.3722, -1.1345, 0.7658], [1.3467, 1.3765, 0.5229], [1.5315, 2.0238, -1.1586], [1.8185, 0.3889, -0.7729], [-0.6705, -2.6301, 1.7571], [-1.2208, -2.0416, 1.1997], [0.7798, -1.0939, 1.1644], [-0.8765, 1.6560, -1.5695], [-2.2794, -0.3468, -0.4638]], "forces_ev_per_angstrom": [[-2.5, 0.9, 2.0], [0.5, 0.5, -0.4], [2.1, 1.1, -0.5], [0.9, 0.6, 0.4], [0.2, 0.1, -0.6], [-0.5, 0.3, -0.2], [1.6, -2.3, -0.6], [-0.4, 0.2, -0.1], [-0.3, -1.2, 0.4], [-0.6, 0.2, -0.6], [-0.3, -0.4, 0.2], [-0.7, -0.1, -0.1]], "mulliken_charge": [-1.051, 0.666, 0.057, 0.625, 0.267, 0.328, 0.335, 0.351, -0.416, -0.608, -0.263, -0.290], "orbital_gap_ev": 10.531, "e_above_lowest_kj_mol": 34.16, "molar_mass_g_mol": 122.070, "homo_energy_ev": -9.9, "e_tot_ha": -505.01489, "smiles": "C/C(F)=C(/F)C(=O)O", "charge": 0}

---

- Number 2 is which compound?
  C4H4F2O2